# 1
Below is a molecular structure, C28H29FN5O5SSbSe4W at a distorted geometry, with properties calculated with wB97M-V/def2-TZVPD.

XYZ file:
```
75
Properties=species:S:1:pos:R:3:forces:R:3:lowdin_charge:R:1
W -1.29243 -1.27975 1.47719 0.49 0.81 0.44 1.51
C -7.38576 3.09257 5.17476 -0.01 0.00 0.00 -0.02
C -6.45546 2.15483 4.46704 0.01 -0.01 0.00 -0.23
C -5.82124 2.54538 3.28547 0.00 -0.01 0.00 0.00
C -4.93989 1.70465 2.63519 0.06 0.04 0.03 -0.03
C -4.71985 0.44727 3.18432 0.13 0.17 -0.03 -0.33
C -5.33201 0.01568 4.35865 -0.04 -0.03 -0.05 -0.03
C -6.19465 0.88632 4.99245 -0.01 0.01 0.00 0.00
S -3.70561 -0.68385 2.39050 0.06 -0.05 0.21 0.73
O -4.38737 -1.82421 1.89156 -0.19 -0.06 0.03 -0.21
O -2.85007 0.00829 1.28475 -0.13 -0.41 -0.13 -0.43
N -2.42304 -1.23859 3.26963 0.15 0.28 -0.68 -0.20
C -1.55338 -0.29521 3.92333 -0.17 -0.17 0.23 -0.48
C -0.47016 -0.84173 4.60555 0.05 0.02 0.00 -0.03
C 0.50196 0.04128 5.05452 -0.01 -0.02 -0.02 -0.02
C 0.33064 1.39423 4.82297 -0.01 0.03 -0.01 -0.03
C -0.84790 1.83442 4.21259 0.05 -0.03 -0.01 -0.10
N -1.77598 1.00493 3.76623 -0.05 0.05 -0.01 0.10
H -7.90164 3.74309 4.47076 0.00 0.00 0.00 0.09
H -6.82256 3.72826 5.86148 0.00 0.00 0.00 0.10
H -8.12693 2.55019 5.75858 0.00 0.00 0.00 0.09
H -6.02150 3.52550 2.87265 0.00 0.00 0.00 0.13
H -4.43388 2.01340 1.73090 0.01 0.00 0.00 0.12
H -5.14746 -0.97379 4.75815 -0.01 0.00 0.00 0.13
H -6.68569 0.57521 5.90508 0.00 0.00 0.00 0.13
H -0.39230 -1.91116 4.73669 -0.01 0.00 0.04 0.13
H 1.37977 -0.32622 5.56815 0.00 0.00 0.00 0.13
H 1.07412 2.11423 5.13426 0.01 -0.01 -0.01 0.11
H -1.03475 2.89187 4.07060 0.00 0.00 0.00 0.13
C 3.70405 -4.63151 -2.96570 -0.02 0.00 -0.01 -0.04
C 3.67649 -3.68736 -1.77750 0.00 0.00 0.02 -0.15
N 2.30758 -3.18944 -1.49240 -0.02 -0.01 -0.02 0.02
C 1.68017 -3.63214 -0.40884 -0.07 0.11 -0.02 0.08
C 0.40589 -3.22282 -0.08066 0.00 -0.22 -0.15 -0.05
C -0.20089 -3.26176 1.26541 0.27 -0.32 0.33 -0.57
O -1.48721 -3.33938 1.31892 -0.05 0.06 -0.30 -0.02
O 0.34264 -2.65771 2.23527 0.04 0.09 -0.17 -0.04
C -0.26939 -2.28985 -0.90396 0.11 -0.11 0.33 -0.27
O -1.36352 -1.66116 -0.49292 0.01 -0.03 0.06 -0.20
C 0.37393 -1.86516 -2.07271 -0.17 0.06 -0.17 -0.06
C -0.22835 -0.87725 -2.87672 -0.06 0.05 0.03 0.09
C 0.50441 -0.22082 -3.79453 0.03 0.10 -0.07 -0.20
F -0.06342 0.80833 -4.43864 0.07 -0.08 -0.10 0.08
C 1.89925 -0.46872 -3.96742 -0.03 0.18 0.23 -0.12
C 2.44231 -1.55927 -3.28481 -0.02 0.08 -0.09 0.06
C 1.71001 -2.23946 -2.31609 0.05 -0.05 0.03 -0.09
N 2.72706 0.40151 -4.61075 0.10 -0.18 -0.16 -0.04
C 4.09676 0.53310 -4.11401 0.03 0.00 0.05 -0.14
C 4.54179 1.98298 -4.23412 -0.03 0.13 -0.03 -0.09
N 3.37407 2.84844 -3.86470 0.26 -0.07 -0.31 0.04
C 2.28357 2.77554 -4.90630 0.03 0.03 -0.03 -0.09
C 2.34996 1.41073 -5.59242 -0.07 0.05 0.14 -0.10
H 4.72811 -4.95948 -3.13797 0.00 0.00 0.00 0.09
H 3.33944 -4.15709 -3.87590 0.01 0.01 0.00 0.08
H 3.09429 -5.51374 -2.77272 0.00 0.00 0.00 0.09
H 4.32340 -2.82109 -1.90679 -0.01 0.01 -0.01 0.12
H 4.01226 -4.19232 -0.87471 -0.01 0.00 0.00 0.13
H 2.23635 -4.30059 0.23413 -0.01 -0.03 -0.03 0.17
H -1.24432 -0.56337 -2.68270 0.00 -0.01 0.00 0.16
H 3.47833 -1.80236 -3.44851 -0.01 0.00 -0.03 0.11
H 4.81422 -0.11972 -4.61935 -0.02 0.05 -0.12 0.14
H 4.08364 0.28667 -3.04991 0.07 -0.05 -0.01 0.02
H 4.83899 2.26899 -5.24123 0.05 -0.02 0.00 0.14
H 5.36809 2.18042 -3.55479 -0.05 0.01 0.06 0.14
H 3.67259 3.81519 -3.74221 -0.04 0.00 0.05 0.18
H 2.96439 2.54669 -2.95821 -0.17 -0.02 0.15 0.00
H 2.41540 3.59877 -5.60588 0.03 -0.03 -0.03 0.14
H 1.34561 2.89795 -4.37004 -0.02 0.04 -0.02 0.07
H 3.08819 1.39766 -6.39562 0.03 0.02 0.03 0.14
H 1.39489 1.19310 -6.04989 -0.07 -0.07 -0.02 0.13
Se 2.45289 3.55423 2.24013 -0.04 0.01 -0.01 0.00
Sb 2.59272 2.37719 0.23450 0.51 -0.20 -0.46 -0.16
Se 4.24257 0.73405 -0.34237 -0.14 0.28 0.16 -0.06
Se 0.96958 2.55053 -1.54708 -0.01 0.05 0.25 0.04
Se 0.41623 0.17443 1.17871 -0.95 -0.49 0.34 0.52
```
Forces are in eV/Å.

Output
Energy above the lowest of the compared OMol25 structures with the same formula, charge and spin (eV): 2.1344
Highest occupied orbital energy (alpha / beta) (eV): -12.45 / -12.45
Kohn-Sham gap (alpha / beta) (eV): 4.639 / 4.636
Charge: +2

---

# 2
Below is a molecular structure, C28H29IrN7O2S at a distorted geometry, with properties calculated with wB97M-V/def2-TZVPD.

XYZ file:
```
68
Properties=species:S:1:pos:R:3:forces:R:3:lowdin_charge:R:1
Ir -0.01968 -1.11107 0.97607 0.04 -1.71 -1.36 1.42
C -3.20542 -2.38621 3.57384 0.13 -0.15 0.00 -0.01
C -2.37906 -2.33052 2.31435 0.21 -0.10 0.03 -0.45
O -1.16796 -1.92189 2.46651 0.35 0.80 1.04 -0.21
C -2.93805 -2.74779 1.12954 -0.08 0.13 -0.16 -0.04
C -2.31055 -2.69837 -0.13624 -0.09 -0.13 -0.16 -0.32
C -3.02796 -3.27292 -1.32481 0.07 -0.07 0.08 -0.02
N -1.13600 -2.15239 -0.32004 -0.40 0.30 0.14 -0.15
N -0.60063 -2.19707 -1.61213 -0.10 -0.31 0.12 0.09
C 0.42801 -1.42825 -1.72861 -0.05 0.30 -0.12 -0.45
O 0.87476 -0.64993 -0.77503 0.67 0.35 0.12 -0.20
C 1.15003 -1.39195 -3.02729 -0.04 0.13 0.09 -0.16
C 2.39461 -0.77614 -3.09835 0.04 0.01 0.01 -0.03
C 3.08645 -0.73777 -4.30086 -0.01 0.00 0.02 -0.08
C 2.53480 -1.31196 -5.43613 -0.02 0.00 -0.01 -0.08
C 1.28777 -1.92235 -5.36881 0.00 0.00 0.00 -0.08
C 0.59577 -1.96323 -4.17020 -0.01 -0.01 -0.01 -0.03
H -2.65854 -1.93909 4.39969 0.01 -0.01 -0.01 0.08
H -3.44767 -3.42079 3.82171 -0.02 0.02 0.03 0.09
H -4.14354 -1.85215 3.42608 -0.01 0.00 0.01 0.09
H -3.93536 -3.16072 1.17032 -0.03 0.08 -0.05 0.11
H -3.98898 -3.68528 -1.02871 0.01 0.01 0.02 0.08
H -2.42484 -4.05121 -1.79127 -0.01 0.00 -0.03 0.08
H -3.17419 -2.49951 -2.07843 0.00 -0.01 -0.02 0.08
H 2.81064 -0.33525 -2.20229 0.00 0.02 -0.03 0.11
H 4.05458 -0.25680 -4.35410 0.00 -0.01 0.02 0.10
H 3.07246 -1.28238 -6.37501 0.00 0.00 0.01 0.10
H 0.85396 -2.36479 -6.25611 0.00 0.00 0.01 0.10
H -0.37722 -2.43089 -4.10660 0.01 -0.02 0.00 0.11
N 3.42249 -0.54592 3.23596 0.03 0.13 -0.03 0.20
C 3.15808 0.82034 3.26243 0.04 -0.06 0.00 -0.16
C 3.77972 1.87928 3.91554 0.03 -0.05 -0.01 0.00
C 3.24306 3.13205 3.70477 -0.01 0.00 -0.02 -0.07
C 2.12213 3.32590 2.87815 0.01 0.02 0.03 -0.07
C 1.50492 2.27136 2.24221 -0.04 -0.03 0.00 0.00
C 2.04115 1.00278 2.44472 0.00 -0.09 -0.01 -0.18
N 1.65574 -0.23373 1.94652 -0.78 0.30 0.76 0.03
C 2.49524 -1.11169 2.43698 0.13 -0.09 -0.06 -0.24
C 2.31943 -2.50032 2.06117 0.05 -0.08 0.00 -0.27
C 2.98587 -3.62916 2.39799 0.03 -0.13 0.01 -0.30
S 2.25430 -4.97823 1.64691 0.05 0.00 -0.03 1.13
C 1.09783 -3.97067 0.92349 0.05 -0.03 -0.20 -0.39
N 1.25031 -2.70904 1.20945 -0.20 0.09 0.28 -0.11
H 4.15904 -1.02430 3.72492 0.03 0.02 -0.03 0.17
H 4.63817 1.72853 4.55617 0.01 0.03 -0.02 0.12
H 3.69668 3.98812 4.18493 -0.01 0.00 0.01 0.11
H 1.73943 4.32923 2.74715 0.00 0.00 -0.01 0.11
H 0.63724 2.40190 1.61060 0.04 0.02 -0.01 0.09
H 3.84394 -3.74727 3.03889 -0.01 0.03 0.00 0.09
H 0.32167 -4.33866 0.26834 -0.04 0.05 0.05 0.10
N -1.30136 0.43196 0.89125 -0.03 0.24 -0.70 0.08
C -1.67011 1.37010 0.31690 0.00 0.06 0.19 -0.18
N -2.09830 2.44358 -0.26657 -0.08 0.06 0.05 -0.06
C -1.96424 3.76271 0.37949 0.15 0.03 -0.06 -0.12
C -1.21494 4.71194 -0.54339 -0.10 -0.01 -0.06 -0.18
C -1.89733 4.77241 -1.90978 0.10 -0.10 0.01 -0.19
C -1.95204 3.37721 -2.53315 -0.04 0.07 0.09 -0.17
C -2.68213 2.40206 -1.62007 0.01 0.00 -0.10 -0.12
H -1.44416 3.62856 1.32680 -0.05 -0.04 0.02 0.12
H -2.96554 4.14680 0.59024 -0.03 -0.05 0.00 0.13
H -0.18739 4.35781 -0.66869 0.01 0.03 0.05 0.12
H -1.17784 5.69838 -0.07921 0.02 0.00 -0.01 0.12
H -1.35256 5.44987 -2.56676 -0.05 0.03 -0.01 0.12
H -2.91268 5.16539 -1.79662 0.01 0.04 -0.02 0.12
H -0.93539 3.01645 -2.71016 -0.02 -0.03 -0.03 0.12
H -2.47064 3.40191 -3.49207 0.03 -0.01 -0.02 0.12
H -2.60809 1.38199 -1.99261 -0.02 -0.03 0.05 0.13
H -3.73992 2.66907 -1.54996 -0.01 -0.01 0.06 0.13
```
Forces are in eV/Å.

Output
Energy above the lowest of the compared OMol25 structures with the same formula, charge and spin (eV): 0.0000
Highest occupied orbital energy (eV): -9.65
Kohn-Sham gap (eV): 6.798
Charge: +1

---

- What is the charge in the first record?
  +2

---

- Which value of charge does entry 2 give?
  +1